Entry A
Below is the molecule C3H3NS2, with properties calculated with wB97M-V/def2-TZVPD.

Values from the calculation:
SMILES	S=C1C=NCS1
total charge	0
LUMO	-1.29	eV
orbital gap	7.651	eV
spin multiplicity	1

```
9
Properties=species:S:1:pos:R:3:mulliken_charge:R:1
S -2.9372 -0.3817 0.0272 -0.227
C -1.3202 -0.1089 -0.1290 0.248
C -0.1996 -0.9996 -0.1845 -0.163
N 1.0106 -0.5853 -0.1636 -0.413
C 1.1562 0.7237 0.1943 -0.307
S -0.5417 1.4955 -0.1687 -0.095
H -0.2961 -2.1245 -0.3561 0.349
H 1.3588 0.6037 1.2867 0.300
H 1.7692 1.3771 -0.5062 0.308
```

***

Entry B
Below is a 2-piece molecular cluster, C3H3NS2 overall, with properties calculated with wB97M-V/def2-TZVPD.

Values from the calculation:
total charge	0
LUMO	-1.68	eV
orbital gap	8.631	eV
spin multiplicity	1

```
9
Properties=species:S:1:pos:R:3:mulliken_charge:R:1
C 0.1569 1.4906 0.7815 -0.331
C 0.1787 2.6826 0.7730 -0.289
C -0.0050 -1.2311 0.1193 0.597
N 0.2548 -0.6390 1.1693 -0.311
S -0.4373 -0.5701 -1.4706 -0.179
S 0.0478 -3.0121 0.1305 -0.169
H -0.3968 0.6953 -1.0127 0.159
H 0.2121 3.7319 0.7118 0.374
H -0.0112 -3.1480 -1.2020 0.148
```

***

Q: Which of them is the most stable? A: entry A.

***

Entry A
Below is a 2-piece molecular cluster, C3H3NS2 overall, with properties calculated with wB97M-V/def2-TZVPD.

Values from the calculation:
total charge	0
LUMO	-1.09	eV
orbital gap	8.744	eV
spin multiplicity	1

```
9
Properties=species:S:1:pos:R:3:mulliken_charge:R:1
C -1.0037 -1.5597 -0.0777 -0.073
C -1.4118 0.5053 0.0178 0.301
C 1.3624 0.4907 0.0107 -0.857
N -0.8021 -2.6809 -0.0462 -0.338
S -2.9769 0.7656 0.0641 -0.116
S -0.1103 1.5504 -0.0294 0.084
H 1.3307 -0.1328 0.8978 0.335
H 2.2048 1.1735 0.0539 0.330
H 1.4070 -0.1120 -0.8910 0.333
```

***

Entry B
Below is the molecule C3H3NS2, with properties calculated with wB97M-V/def2-TZVPD.

Values from the calculation:
total charge	0
LUMO (spin up / spin down)	-1.68 / -1.09	eV
orbital gap (spin up / spin down)	6.236 / 6.771	eV
spin multiplicity	1

```
9
Properties=species:S:1:pos:R:3:mulliken_charge:R:1
C 0.6514 -0.8368 0.3816 0.059
C 1.1139 0.4770 0.0881 -0.360
C -1.2154 1.2277 -0.9405 -0.414
N -0.5219 -1.3269 0.2208 -0.138
S -1.5118 -2.5254 0.1369 -0.079
S 0.1869 1.8673 -0.4591 0.008
H 1.3918 -1.3267 0.9112 0.371
H 2.0624 0.5683 0.5777 0.316
H -2.1573 1.8756 -0.9166 0.238
```

***

Q: Which of them is the most stable? A: entry A.

***

Entry A
Below is a 2-piece molecular cluster, C6H9Br overall, with properties calculated with wB97M-V/def2-TZVPD.

Values from the calculation:
total charge	0
LUMO	0.01	eV
orbital gap	9.589	eV
spin multiplicity	1

```
16
Properties=species:S:1:pos:R:3:mulliken_charge:R:1
C 0.2402 -3.0710 0.4049 -0.319
C 0.4939 -1.9482 0.0454 -0.468
C -0.1186 0.8540 1.4366 -1.293
C -1.0690 0.8016 -1.0346 -1.352
C 1.1637 0.0220 -0.7253 -0.385
C 0.1525 0.9905 -0.1216 0.627
Br 2.9204 0.0312 -0.1715 -0.030
H -0.0838 -4.1056 0.5069 0.390
H -0.2710 -0.1330 1.6947 0.356
H 0.5253 1.3985 2.0982 0.358
H -1.1218 1.2941 1.5905 0.338
H -0.7909 0.9256 -2.1190 0.389
H -1.9741 1.5289 -0.8756 0.329
H -1.5595 -0.2221 -0.9500 0.301
H 0.8549 -0.3716 -1.6816 0.467
H 0.6377 2.0052 -0.0982 0.292
```

***

Entry B
Below is the molecule C6H9Br, with properties calculated with wB97M-V/def2-TZVPD.

Values from the calculation:
total charge	0
LUMO (spin up / spin down)	0.59 / 0.62	eV
orbital gap (spin up / spin down)	8.491 / 8.033	eV
spin multiplicity	1

```
16
Properties=species:S:1:pos:R:3:mulliken_charge:R:1
C 1.2006 0.7259 0.4100 -0.662
C 0.1103 0.3285 1.0052 0.592
C -0.5939 -0.7931 0.2359 -0.587
C 0.2938 -0.9702 -1.0664 0.243
C -0.4083 1.0373 2.2550 -1.274
C 0.0643 -0.3307 -2.3806 -1.086
Br 1.4072 -2.4519 -0.9992 -0.138
H 2.1606 1.2667 0.3153 0.334
H -0.6617 -1.7876 0.6363 0.429
H -1.6177 -0.3274 -0.0735 0.217
H 0.1361 1.9135 2.6501 0.337
H -0.4973 0.4925 3.1493 0.342
H -1.4030 1.4134 2.1450 0.314
H 0.4271 0.7615 -2.4561 0.212
H -1.0722 -0.4366 -2.6583 0.248
H 0.4541 -0.8417 -3.1678 0.479
```

***

Entry C
Below is a 2-piece molecular cluster, C6H9Br overall, with properties calculated with wB97M-V/def2-TZVPD.

Values from the calculation:
SMILES	C/C=C(\C)Br.C#C
total charge	0
LUMO	0.94	eV
orbital gap	9.807	eV
spin multiplicity	1

```
16
Properties=species:S:1:pos:R:3:mulliken_charge:R:1
C -1.5072 -0.4515 -0.3522 -0.941
C -0.1768 0.0065 0.0849 0.007
C 0.2361 1.2754 0.0927 0.427
C -0.6071 2.5088 -0.0575 -1.070
Br 2.0373 1.4831 0.7038 -0.225
H -1.3621 -1.3453 -0.9812 0.320
H -1.9018 0.4331 -1.0017 0.219
H -2.2287 -0.5048 0.5972 0.230
H 0.5144 -0.7112 0.3642 0.056
H -1.2894 2.7637 0.7485 0.272
H -1.2762 2.1727 -0.8364 0.291
H -0.1618 3.4198 -0.4228 0.374
C 1.5835 -3.2377 0.1585 -0.204
C 2.3303 -2.3179 0.0785 -0.483
H 0.7027 -3.7847 0.5499 0.303
H 3.1069 -1.7098 0.2737 0.424
```

***

Q: Which of them is the most stable? A: entry C.

***

Entry A
Below is a 2-piece molecular cluster, C10H12N2 overall, with properties calculated with wB97M-V/def2-TZVPD.

Values from the calculation:
SMILES	C=Nc1ccccc1.CC1=CN1
total charge	0
LUMO	0.30	eV
orbital gap	7.971	eV
spin multiplicity	1

```
24
Properties=species:S:1:pos:R:3:mulliken_charge:R:1
C -1.3523 -2.0891 -0.9731 -0.735
N -0.6760 -1.6574 0.0213 -0.383
C 0.4930 -0.9342 0.0090 1.155
C 1.1751 -0.9136 1.2281 -0.151
C 2.3097 -0.2044 1.3051 -0.540
C 2.8042 0.5885 0.3138 -0.807
C 2.1396 0.4816 -0.9466 -0.398
C 0.9195 -0.2380 -1.1121 -0.897
H -0.9768 -2.0150 -2.0525 0.216
H -2.2924 -2.4617 -0.6867 0.534
H 0.6588 -1.4314 2.1161 0.235
H 2.9037 -0.0591 2.1322 0.404
H 3.6737 1.1403 0.3801 0.533
H 2.7318 0.8270 -1.7615 0.401
H 0.4199 -0.2548 -2.0512 0.316
C -1.1259 2.1685 -0.0600 -0.720
C -1.7709 1.0050 0.5046 0.737
C -1.9792 -0.0876 1.1886 -0.648
N -2.9986 0.1211 0.0497 -0.633
H -1.0839 3.0717 0.4268 0.403
H -1.5126 2.3346 -1.1128 0.224
H -0.0915 1.7214 -0.1369 0.020
H -1.6297 -0.6821 1.9169 0.433
H -2.7392 -0.4312 -0.6989 0.301
```

***

Entry B
Below is the molecule C10H12N2, with properties calculated with wB97M-V/def2-TZVPD.

Values from the calculation:
SMILES	C=NCc1ccccc1/N=C/C
total charge	0
LUMO	1.00	eV
orbital gap	8.836	eV
spin multiplicity	1

```
24
Properties=species:S:1:pos:R:3:mulliken_charge:R:1
C -0.3035 1.1933 2.7519 -0.203
N 0.3903 0.1810 2.4012 -0.454
C -0.0213 -1.0758 1.7181 -0.937
C -0.8114 -0.6162 0.5021 0.400
C -2.2117 -0.4542 0.6245 -0.670
C -2.8514 0.1452 -0.3795 -0.375
C -2.2413 0.6166 -1.4882 -0.648
C -0.9160 0.5212 -1.6323 -0.269
C -0.1559 -0.0783 -0.6047 0.539
N 1.1644 -0.3855 -0.8366 -0.279
C 2.2292 0.1944 -1.1481 0.054
C 3.2772 -0.6307 -1.6819 -1.004
H 0.1917 2.0789 3.0709 0.282
H -1.3840 1.3797 2.7507 0.243
H -0.5744 -1.6544 2.4286 0.434
H 0.9022 -1.6200 1.4951 0.302
H -2.6525 -1.0190 1.4764 0.328
H -3.9105 0.3656 -0.3511 0.337
H -2.9264 1.2027 -2.0141 0.367
H -0.3680 0.8480 -2.5459 0.337
H 2.3785 1.2891 -0.9525 0.399
H 3.1100 -1.7373 -1.6758 0.279
H 4.2767 -0.3616 -1.1304 0.269
H 3.4080 -0.3827 -2.7784 0.270
```

***

Q: Which of them is the most stable? A: entry B.

***

Entry A
Below is a 2-piece molecular cluster, C6H8N2O2 overall, with properties calculated with wB97M-V/def2-TZVPD.

Values from the calculation:
SMILES	O=c1cc[nH]c(=O)[nH]1.C=C
total charge	0
LUMO	-0.11	eV
orbital gap	9.720	eV
spin multiplicity	1

```
18
Properties=species:S:1:pos:R:3:mulliken_charge:R:1
O 3.7425 -2.0732 -0.0978 -0.561
C 2.8899 -1.1908 -0.1362 0.488
C 1.4363 -1.2705 0.1166 -0.582
C 0.6723 -0.1935 0.1262 0.035
N 1.2802 1.0531 0.5007 -0.322
C 2.6300 1.2574 -0.0126 0.452
O 2.9138 2.4932 -0.2737 -0.651
N 3.3848 0.2057 0.0214 -0.059
H 0.9653 -2.1986 0.1277 0.414
H -0.4448 -0.3006 0.2316 0.215
H 0.7625 2.0393 0.0122 0.349
H 4.3514 0.2714 -0.1074 0.207
C -3.5687 0.3808 -0.0834 -0.200
C -4.6319 -0.4035 -0.1096 -0.492
H -3.6224 1.4445 0.1219 0.240
H -2.5606 -0.0154 -0.2440 0.012
H -5.6407 -0.0137 0.0582 0.229
H -4.5597 -1.4855 -0.2518 0.226
```

***

Entry B
Below is a 2-piece molecular cluster, C6H8N2O2 overall, with properties calculated with wB97M-V/def2-TZVPD.

Values from the calculation:
SMILES	O=c1cc[nH]c(=O)[nH]1.C=C
total charge	0
LUMO	0.44	eV
orbital gap	10.091	eV
spin multiplicity	1

```
18
Properties=species:S:1:pos:R:3:mulliken_charge:R:1
O 3.1202 -0.1102 -0.9740 -0.611
C 2.2180 0.0374 -0.1637 0.475
C 2.3449 -0.2045 1.2900 -0.558
C 1.1512 -0.1430 1.8706 -0.357
N -0.0799 0.2462 1.3162 -0.096
C 0.0146 0.9914 0.0983 0.008
O -0.8465 1.6937 -0.3867 -0.596
N 0.9783 0.4456 -0.6163 -0.004
H 3.2576 -0.4791 1.7024 0.471
H 1.0697 -0.5403 2.8269 0.420
H -1.0180 0.5281 1.8520 0.373
H 0.9609 1.3163 -1.4586 0.387
C -2.3381 -0.8627 -0.6185 -0.284
C -1.8906 -0.4525 -1.7420 -0.661
H -2.1748 -0.3613 0.2773 0.211
H -2.8789 -1.8651 -0.7272 0.224
H -1.4983 0.5180 -1.9273 0.261
H -2.3904 -0.7581 -2.6195 0.338
```

***

Entry C
Below is a 2-piece molecular cluster, C6H8N2O2 overall, with properties calculated with wB97M-V/def2-TZVPD.

Values from the calculation:
SMILES	N#C[C@@H]1NC2(CC2)C1=O.O
total charge	0
LUMO	0.32	eV
orbital gap	10.353	eV
spin multiplicity	1

```
18
Properties=species:S:1:pos:R:3:mulliken_charge:R:1
N 2.8457 1.1170 -0.3453 -0.473
C 1.9805 0.7154 0.3163 -0.089
C 0.8168 0.4220 1.1571 0.351
N 0.0060 -0.7693 0.7921 -0.523
C -1.1597 0.0637 0.4561 0.526
C -2.6065 -0.2931 0.6544 -0.523
C -2.0759 -0.0918 -0.7275 -0.712
C -0.4492 1.2963 0.8819 0.373
O -0.7029 2.4558 1.0033 -0.548
H 1.1187 0.4311 2.2158 0.372
H 0.3760 -1.2953 0.0045 0.256
H -2.7972 -1.3154 0.9841 0.247
H -3.2502 0.4734 1.0885 0.251
H -2.3365 0.8173 -1.2699 0.241
H -1.8975 -0.9744 -1.3429 0.256
O 3.6447 -1.2882 -2.0538 -0.658
H 2.7033 -1.4506 -1.8386 0.286
H 3.7840 -0.3138 -1.9759 0.367
```

***

Entry D
Below is a 2-piece molecular cluster, C6H8N2O2 overall, with properties calculated with wB97M-V/def2-TZVPD.

Values from the calculation:
SMILES	O=c1cc[nH]c(=O)[nH]1.C=C
total charge	0
LUMO	0.09	eV
orbital gap	9.283	eV
spin multiplicity	1

```
18
Properties=species:S:1:pos:R:3:mulliken_charge:R:1
O 3.1344 -1.0482 -0.8119 -0.576
C 2.0018 -0.6975 -0.7888 0.582
C 1.4982 0.6448 -0.9766 -0.882
C 0.2052 0.7943 -0.5418 -0.197
N -0.6860 -0.2232 -0.5705 -0.070
C -0.3764 -1.5913 -0.9528 0.325
O -1.2761 -2.3392 -0.8439 -0.551
N 0.9785 -1.6658 -0.9330 -0.178
H 2.1447 1.5617 -0.7957 0.308
H -0.4135 1.7672 -0.4521 0.589
H -1.6332 -0.1593 -0.2929 0.229
H 1.5539 -2.6025 -1.2375 0.311
C -0.4406 0.9006 1.5130 -0.277
C -1.7662 0.9572 1.4009 -0.821
H -0.4119 0.1936 2.4258 0.245
H 0.3698 1.5718 1.0983 0.395
H -2.4116 0.4053 2.1168 0.255
H -2.4709 1.5304 0.6426 0.313
```

***

Q: Which of them is the most stable? A: entry A.

***

Entry A
Below is a 2-piece molecular cluster, C6H8N2O2 overall, with properties calculated with wB97M-V/def2-TZVPD.

Values from the calculation:
total charge	0
LUMO	0.45	eV
orbital gap	9.091	eV
spin multiplicity	1

```
18
Properties=species:S:1:pos:R:3:mulliken_charge:R:1
C 1.3771 -1.3151 0.0385 -0.331
C 1.5139 0.0078 0.4814 0.447
C -0.4147 -0.3290 -0.5359 0.186
C -2.5644 0.3964 -0.0953 0.586
C 2.7297 0.4910 1.1289 -1.047
C -2.0994 0.3545 -1.5425 -0.526
N 0.2781 0.6324 0.1762 -0.076
N 0.1689 -1.4528 -0.5767 -0.577
O -2.9405 -0.8316 0.4145 -0.451
O -2.4767 1.3233 0.6672 -0.574
H 1.9916 -2.2252 0.2466 0.336
H 3.3513 -0.3793 0.9731 0.263
H 3.0241 1.4254 0.6569 0.283
H 2.7506 0.8670 2.1454 0.298
H -2.3150 -0.4448 -2.3681 0.297
H -1.7100 1.3007 -1.9275 0.307
H -0.0052 1.5899 0.3949 0.226
H -2.6594 -1.4105 -0.2776 0.355
```

***

Entry B
Below is a 2-piece molecular cluster, C6H8N2O2 overall, with properties calculated with wB97M-V/def2-TZVPD.

Values from the calculation:
SMILES	C[C@]12N[C@@]1(C#N)CC2=O.O
total charge	0
LUMO	0.53	eV
orbital gap	10.501	eV
spin multiplicity	1

```
18
Properties=species:S:1:pos:R:3:mulliken_charge:R:1
C -1.2870 -1.9388 0.6965 -1.259
C -1.2438 -0.5896 0.0632 0.909
N -0.6322 -0.3236 -1.2445 -0.724
C -0.1303 0.4310 -0.1027 0.564
C 1.2207 0.3238 0.3764 0.097
N 2.2565 0.1797 0.8810 -0.518
C -1.0846 1.6218 0.0726 -0.444
C -2.1929 0.5760 0.2731 0.020
O -3.3373 0.6449 0.6237 -0.548
H -1.5658 -1.8538 1.7541 0.318
H -2.0288 -2.5693 0.1872 0.316
H -0.3074 -2.4289 0.6240 0.375
H -0.0233 -1.1190 -1.4776 0.333
H -0.9345 2.1927 0.9978 0.316
H -1.1724 2.2911 -0.7922 0.252
O 4.3717 1.1519 -1.0989 -0.655
H 3.7849 0.6195 -1.6439 0.293
H 4.3064 0.7903 -0.1899 0.354
```

***

Q: Which of them is the most stable? A: entry B.